Below is a structure of composition C12H7ClIN2O5PdS2, with properties calculated with ωB97M-V with the def2-TZVPD basis set.

Element x y z (Å)
C (1.52227, -1.30583, 0.40664)
C (3.63694, -1.65710, 1.57869)
H (4.55109, -2.22762, 1.67597)
C (-2.22780, -0.89597, -3.45636)
H (-3.14038, -0.69933, -5.43376)
C (0.68889, 1.89993, 2.95044)
O (-3.45662, -0.51040, -1.07043)
C (1.86614, 1.24318, 3.16075)
C (-2.43632, -0.37598, -4.68611)
C (2.22051, 0.14790, 2.33792)
I (3.11207, -3.59629, -0.69716)
C (3.40358, -0.62022, 2.43659)
C (2.71728, -2.00198, 0.57739)
O (0.61711, -1.58436, -0.46753)
O (-4.55506, 1.52192, -0.20467)
H (0.40080, 2.73351, 3.57562)
C (-0.17150, 1.49288, 1.91432)
C (-0.78660, 0.76921, -3.35709)
Pd (-0.86033, -0.16439, -0.43257)
S (-1.42861, 0.99564, -4.92387)
C (1.31385, -0.20833, 1.32564)
H (-2.75849, -1.72261, -3.01624)
O (-3.41570, -0.03969, 1.30905)
O (-2.13950, 1.32285, -0.27054)
H (2.53555, 1.54653, 3.95426)
N (-1.27384, -0.24300, -2.71511)
S (-3.51004, 0.54245, -0.02371)
N (0.15128, 0.48590, 1.14301)
Cl (4.58155, -0.23316, 3.66776)
H (-0.03363, 1.42680, -2.94980)
H (-1.12447, 1.95757, 1.69088)

Forces on atoms 1 to 3 (eV/Å):
C -0.094 0.050 0.232
C 0.058 -0.067 -0.020
H -0.008 0.008 0.001

Total charge = -1
Energy relative to the best compared isomer or geometry (same formula, charge and spin) = 0.0 kJ/mol
Frontier orbital gap = 7.38 eV
Total energy = -2629.4653 hartree

Löwdin population analysis, charges in e, atoms 1 to 2:
1. C -0.449
2. C -0.188